[1]
The following is a DFT calculation (the ωB97M-V functional and the def2-TZVPD basis) of a structure of composition C7H20N3OPdSbSe4 in a non-equilibrium geometry.

Geometry as XYZ:
```
37
Properties=species:S:1:pos:R:3:forces:R:3
Pd -0.2102 -0.1710 1.0827 0.0372 1.8558 1.4430
N -0.2029 -2.5831 3.5685 0.2000 -0.1923 0.0277
C -0.7509 -2.8595 2.2268 -0.2275 -0.0209 -0.4371
C -2.2634 -2.6941 2.2127 -0.0041 0.3073 -0.1304
C -2.7318 -2.5427 0.7529 -0.1597 -0.3929 0.2328
N -2.3631 -1.2904 0.1119 -0.3551 0.3913 -0.2933
C -2.2842 -3.7908 -0.0270 0.1194 0.1233 0.1645
C -0.8013 -4.2094 0.1328 -0.3084 -0.3819 -0.0533
N 0.1485 -3.4819 -0.6731 0.1853 0.2158 -0.1246
C -0.3436 -4.1800 1.6042 0.1048 0.0818 -0.1053
H -0.4595 -1.5473 3.7620 -0.1134 0.1856 0.0053
H 0.8547 -2.6141 3.5589 -0.0278 0.2025 -0.0715
H -0.5676 -3.1684 4.3157 -0.1089 -0.0650 -0.1166
H -0.2963 -2.0352 1.5945 -0.2382 -0.8154 0.6710
H -2.5519 -1.8044 2.7811 0.1423 -0.0082 -0.0654
H -2.7557 -3.5594 2.6672 0.0132 -0.2530 0.0371
H -3.8338 -2.5490 0.7459 0.1925 -0.0128 0.0437
H -1.3364 -1.0610 0.1991 -1.2665 -1.1866 -1.2361
H -2.8539 -0.5189 0.5682 0.2080 -0.2464 -0.0062
H -2.5009 -3.6463 -1.0868 0.0010 -0.0130 -0.0973
H -2.9049 -4.6232 0.3255 -0.0317 -0.0517 0.0233
H -0.7433 -5.2539 -0.2181 -0.0709 0.0702 0.1905
H -0.1570 -3.4112 -1.6364 -0.0607 0.0480 0.0304
H 0.3167 -2.5252 -0.3516 0.2337 -0.1149 -0.0921
H 0.7440 -4.2855 1.6122 -0.0126 -0.0362 0.0636
H -0.7907 -5.0150 2.1517 -0.0677 -0.1221 0.0797
C -0.9647 1.7002 -1.4094 0.0516 -0.1128 -0.4540
O -0.7003 2.0954 -0.0834 0.4486 0.6221 -0.0719
H -0.3639 0.8197 -1.7049 -0.2305 0.3663 0.1232
H -0.7566 2.5217 -2.1117 -0.1214 -0.0888 -0.0520
H -2.0265 1.4360 -1.4607 0.1167 0.0719 -0.0090
H 0.2574 2.2968 -0.0061 -0.6149 -0.3959 -0.0149
Se -1.1464 0.4378 3.2919 0.2979 0.1490 0.1959
Sb 1.9235 0.2079 2.0866 1.4114 -0.4109 0.0467
Se 1.7038 -0.3592 -0.4563 0.6009 0.0038 -0.1479
Se 3.3931 2.1135 2.3584 -0.2726 0.1621 0.1055
Se 2.9032 -1.7910 3.2026 -0.0719 0.0648 0.0948
```
Forces are in eV/Å.

Values from the calculation:
E_tot in eV: -285506.0571
Total charge: -2
Highest occupied orbital energy in eV: -0.7

***

[2]
The following is a DFT calculation (the ωB97M-V functional and the def2-TZVPD basis) of a cluster of 9 separate species, C18H54O9S8 in total in a non-equilibrium geometry.

Geometry as XYZ:
```
89
Properties=species:S:1:pos:R:3:forces:R:3
C -22.9250 -37.9648 -10.9459 -0.9683 3.0780 4.8073
C -21.8662 -36.9859 -10.6971 2.5854 2.5869 1.0956
O -20.5574 -37.4869 -11.0531 -0.3466 -1.3172 1.3421
H -22.7433 -38.8619 -10.4086 -0.1463 -0.5204 1.1188
H -23.1979 -38.2531 -11.8181 -0.8239 -1.4692 -6.5785
H -23.8116 -37.3611 -10.6512 -0.1272 -1.0550 0.7079
H -21.8079 -36.8114 -9.5786 -0.4006 -0.2036 -0.8570
H -21.9584 -35.8607 -11.0502 -0.1957 -2.4262 -0.0848
H -20.5161 -38.3353 -10.4491 0.3496 1.7008 -1.9115
C -19.7251 -33.6985 -12.2462 2.2411 -2.0208 1.8595
S -19.8937 -33.8297 -14.0216 0.5719 2.0053 -0.5402
O -19.3058 -32.5081 -14.5440 -0.7277 -2.0292 0.5901
C -18.7120 -35.1200 -14.3500 -6.8714 -0.5372 7.9978
H -20.2029 -34.5042 -11.6661 -0.8448 0.2875 -0.6785
H -20.0851 -32.7299 -12.0120 -0.4459 0.7743 0.3137
H -18.6838 -33.8637 -11.7462 -1.0957 0.8550 -1.6758
H -18.8167 -35.4210 -15.1966 -0.9985 -2.7212 -10.4800
H -18.9781 -36.0465 -13.8088 -0.0160 0.5891 0.5499
H -17.8589 -34.8349 -14.1293 8.1861 2.7578 2.0407
C -24.9427 -35.0184 -12.9311 -3.4001 -4.6344 -6.5872
S -26.6418 -34.6266 -12.9020 -2.2306 0.1155 -1.0634
O -27.2428 -34.8048 -14.2687 0.7169 0.7866 0.0831
C -27.2244 -36.1005 -12.1243 -0.9832 -4.0681 1.6954
H -24.9114 -35.9943 -13.7205 0.2163 2.6265 2.0099
H -24.7464 -35.3480 -12.0545 1.8761 -2.0089 6.0159
H -24.4022 -34.2671 -13.2681 2.6149 3.4801 -1.5161
H -27.7531 -35.9161 -11.1001 0.7400 -0.2616 -2.0434
H -26.3856 -36.8388 -11.8600 -0.8337 1.2970 -0.1841
H -27.8800 -36.8284 -12.8653 1.3385 2.6121 1.6876
C -19.5178 -37.7539 -16.8446 -0.0956 -1.6439 4.2101
S -20.6001 -38.9695 -15.9992 2.9240 0.6250 0.0583
O -19.4915 -39.8632 -15.5049 -0.9446 -0.6549 0.1030
C -21.1227 -38.0288 -14.5408 4.8349 3.5407 1.1883
H -18.9546 -38.1835 -17.5531 1.6707 -2.3337 -2.6479
H -18.7963 -37.4153 -16.1182 -0.0436 0.1515 0.5484
H -20.0007 -37.0104 -17.2625 -2.6758 3.9823 -1.9014
H -20.3400 -38.0087 -13.5106 -1.7694 -0.0856 -3.4385
H -21.8156 -38.6711 -14.2513 -3.9271 -2.1108 1.7404
H -21.4337 -36.9600 -14.7706 -0.0275 -1.5214 0.2578
C -20.7647 -31.2850 -9.2851 -6.0076 1.2384 -1.7051
S -21.5118 -32.4670 -8.2113 -1.4942 -1.4435 0.0324
O -22.8205 -32.9808 -8.8301 1.8712 0.8853 0.5358
C -20.3294 -33.8057 -8.4016 2.1561 2.4178 -2.7800
H -21.5372 -30.3772 -9.2647 1.9033 -1.7397 0.1019
H -20.7230 -31.5828 -10.3132 -0.1118 -0.5428 -0.5206
H -19.8613 -31.0392 -8.9801 4.2011 1.4049 1.7719
H -19.2725 -33.5739 -8.2599 -0.0783 0.8152 1.1301
H -20.1553 -34.1096 -9.4271 -1.1619 -0.0346 -0.7384
H -20.5403 -34.6367 -7.8857 -1.2445 -2.8378 2.2557
C -17.9497 -38.0478 -8.8182 3.9494 -1.7528 0.6440
S -16.5317 -36.9549 -9.1378 0.9882 -0.7537 -1.0402
O -15.5668 -37.6375 -10.1296 -1.9722 1.0189 1.6480
C -17.5354 -35.8730 -10.0825 1.4465 0.0170 -5.4784
H -17.3353 -38.8725 -8.3124 -1.6312 0.7560 -0.1640
H -18.2582 -38.4299 -9.7579 -0.7620 -0.1291 -0.6934
H -18.6419 -37.5253 -8.2170 -0.9007 0.2138 0.6475
H -18.1670 -35.2112 -9.6479 -2.2041 1.3517 2.3979
H -18.1768 -36.4368 -10.9217 1.5289 1.0563 1.8368
H -16.8598 -35.0840 -10.5986 -0.5645 -1.6406 0.4195
C -21.2044 -41.6178 -11.7573 -0.8539 -1.0641 1.4359
S -20.5661 -41.4607 -10.0485 -0.9170 3.1558 -0.2701
O -20.5029 -39.8928 -9.9228 0.7239 -2.6157 0.3075
C -22.1239 -41.7611 -9.2462 0.6715 -6.2502 2.3065
H -21.6008 -40.6229 -11.8601 -0.1765 0.2664 -0.6951
H -21.9783 -42.4055 -11.7677 0.1933 0.5298 -0.0129
H -20.4546 -41.9338 -12.4339 0.9457 0.2676 -0.6988
H -22.5829 -42.8018 -9.6343 1.1484 2.2133 0.7066
H -22.8617 -41.0746 -9.3312 -1.8464 2.6524 -0.7900
H -22.0064 -41.9814 -8.1036 0.2423 0.6419 -2.0563
C -17.5212 -40.2872 -12.0878 1.7012 -2.1099 -0.3075
S -16.0766 -39.2985 -12.6912 3.4254 -5.1376 -0.3578
O -15.3326 -40.2634 -13.7335 -2.1785 2.5574 2.1946
C -16.9986 -38.1280 -13.4837 -2.0076 -2.5747 -4.3214
H -18.1132 -39.7762 -11.4076 -1.4340 1.6559 0.8037
H -17.2218 -41.1651 -11.4349 0.4797 0.8865 -1.0881
H -18.0560 -40.6884 -12.9515 -0.0526 0.3081 -0.0178
H -16.4132 -37.5375 -14.1139 1.4357 1.2553 -0.4925
H -17.3829 -37.6138 -12.6675 -1.6998 1.2596 0.9389
H -17.6232 -38.7477 -14.3318 0.3910 1.6851 2.4271
C -24.7785 -34.6255 -7.1208 2.3914 -1.4401 -1.2155
S -25.2215 -34.8347 -8.7963 -0.2447 -2.3406 -1.5477
O -25.8103 -36.1999 -8.8835 0.2790 -1.1127 -0.2256
C -26.6089 -33.8074 -8.9265 -2.3981 -0.2366 1.0419
H -24.4140 -33.6590 -7.0519 1.2144 1.7251 0.5835
H -24.0776 -35.4545 -6.8496 0.1986 1.0143 -0.7976
H -25.4906 -34.8230 -6.4491 -3.6076 -0.3570 2.2056
H -26.0903 -32.9407 -8.8203 0.9521 3.5691 0.0242
H -27.2436 -33.8625 -8.0023 0.2539 -0.3666 -0.9902
H -27.2123 -33.7670 -9.8690 0.9308 -0.5669 0.7748
```
Forces are in eV/Å.

Values from the calculation:
E_tot in eV: -124633.6192
Energy relative to the best compared isomer or geometry (same formula, charge and spin) in eV: 1.223
Highest occupied orbital energy in eV: -8.1

***

[3]
The following is a DFT calculation (the ωB97M-V functional and the def2-TZVPD basis) of an isolated molecule of C4H6O2S in a non-equilibrium geometry.

Geometry as XYZ:
```
13
Properties=species:S:1:pos:R:3:forces:R:3
C -0.6859 0.2685 -0.1238 -0.3367 0.0781 -0.6571
C 0.4901 -0.4931 0.4899 -2.0241 -2.8851 -0.0624
C -1.9723 -0.6022 -0.3595 -0.0281 -0.8573 -0.1754
C 1.8528 -0.1519 0.1165 2.3430 -0.0953 -1.8105
O -1.9738 -1.7994 -0.1455 0.0072 1.3232 -0.0001
O 2.0301 1.1494 -0.0051 -4.1616 0.9873 1.6040
S 3.1325 -1.0904 -0.2982 -0.5707 -0.5899 0.4124
H -0.7550 1.1575 0.5009 -1.0085 0.1537 -0.2460
H -0.4848 0.6416 -1.1284 0.2612 0.0675 -0.1593
H 0.3707 -0.3146 1.5251 0.2778 0.2378 1.4703
H 0.2528 -1.6064 0.4344 0.8070 1.3364 -0.3117
H -2.9134 -0.1872 -0.9065 1.5193 0.1029 0.9315
H 2.8285 1.4553 -0.3302 2.9141 0.1408 -0.9958
```
Forces are in eV/Å.

Values from the calculation:
E_tot in eV: -19174.2215
SMILES: O=CCCC(O)=S
Energy relative to the best compared isomer or geometry (same formula, charge and spin) in eV: 1.085
Highest occupied orbital energy in eV: -8.9

***

[4]
The following is a DFT calculation (the ωB97M-V functional and the def2-TZVPD basis) of an isolated molecule of C6H4O in a non-equilibrium geometry.

Geometry as XYZ:
```
11
Properties=species:S:1:pos:R:3:forces:R:3
C 0.8023 -1.2239 -1.3352 -0.5592 1.1932 -0.7682
C -0.2221 1.0285 -1.9996 0.2053 -0.5646 1.0867
C -0.0177 0.3586 -0.9022 1.3178 -1.9932 -0.8564
C -0.1302 0.1812 0.5396 0.2991 -0.8539 0.6105
O 0.3437 -0.8616 0.9498 -0.5240 0.2977 1.6692
C -0.7316 1.0698 1.5054 -0.3652 0.6979 0.0959
C -1.2054 1.7097 2.4074 0.1453 -0.1597 -0.4708
H -0.0334 -1.9200 -1.4440 0.1555 0.4007 -0.2657
H 1.5552 -1.7202 -0.6688 -0.8305 1.5863 -0.1605
H 1.2752 -0.9155 -2.2426 0.0905 -0.5244 -0.8585
H -1.6360 2.2933 3.1903 0.0655 -0.0801 -0.0822
```
Forces are in eV/Å.

Values from the calculation:
E_tot in eV: -8326.4953
Energy relative to the best compared isomer or geometry (same formula, charge and spin) in eV: 5.945
Highest occupied orbital energy in eV: -10.3

***

| no. | LUMO level (Eh) |
| --- | --- |
| 1 | 0.1732 |
| 2 | -0.0015 |
| 3 | 0.0118 |
| 4 | -0.0425 |